Below is a molecular structure, H4S2Si2 in a non-equilibrium geometry, with properties calculated with ωB97M-V/def2-TZVPD.

2S+1: 1
highest occupied orbital energy: -9.434 eV
E_LUMO: 0.007 Eh

The geometry in XYZ format:
```
8
Properties=species:S:1:pos:R:3:forces:R:3:mulliken_charge:R:1
Si 0.0390 1.4200 -0.1850 -0.66 -2.74 0.07 0.572
Si -0.0152 -1.4418 -0.1351 -1.14 1.46 1.08 0.456
S -1.5975 0.0661 0.0527 -0.16 -0.36 0.25 -0.313
S 1.5749 -0.0075 0.0241 1.05 -0.69 0.41 -0.278
H -0.1542 1.7295 -1.5185 0.17 1.24 -1.91 -0.121
H 0.2489 2.4126 0.7444 0.07 1.83 1.32 -0.149
H -0.4313 -2.3932 0.9722 0.82 0.11 -0.72 -0.081
H 0.1179 -1.8930 -1.4914 -0.15 -0.84 -0.50 -0.085
```
Forces are in eV/Å.

Below is a molecular structure, C36H30BrILaN5O8P2S2 in a non-equilibrium geometry, with properties calculated with ωB97M-V/def2-TZVPD.

2S+1: 1
highest occupied orbital energy: -2.880 eV
E_LUMO: 0.131 Eh
total charge: -2

The geometry in XYZ format:
```
86
Properties=species:S:1:pos:R:3:forces:R:3:mulliken_charge:R:1
La 1.4253 -0.2149 -1.0856 -0.03 0.25 0.63 1.303
C 1.2910 3.4891 1.6807 0.89 -0.40 1.20 -1.360
C 0.6420 2.6844 0.5993 -0.53 0.74 -0.46 0.555
O 1.3890 2.1201 -0.2100 0.00 0.20 0.11 -0.584
C -0.8226 2.7474 0.4539 1.96 -0.47 -0.33 1.230
C -1.4560 3.8749 0.9281 -2.95 -0.82 -0.33 -0.848
C -2.8556 3.9486 0.7635 1.43 1.28 0.68 -0.773
C -3.5777 2.9653 0.1082 2.65 -0.63 0.34 -0.847
C -2.9042 1.8625 -0.3749 -0.80 -0.72 -0.54 -0.232
C -1.4894 1.7342 -0.2844 -0.40 -0.61 -0.18 -0.702
O -0.8825 0.7176 -0.7985 0.10 0.08 0.06 0.099
H 2.0763 2.8386 2.1723 -0.80 0.67 -0.63 0.216
H 0.6011 3.8396 2.4674 0.36 -0.21 -0.46 0.451
H 1.8023 4.3409 1.2122 -0.06 -0.15 0.14 0.375
H -0.9313 4.6493 1.4247 0.32 0.55 0.36 0.510
H -3.3522 4.8010 1.2009 -0.22 0.17 -0.11 0.330
H -4.6012 3.0778 0.0448 -2.08 -0.04 -0.26 0.587
H -3.4766 1.0284 -0.8333 0.58 0.70 0.18 0.232
S 1.3745 -0.1145 1.9600 0.28 0.56 -0.31 -0.475
C 1.7172 -1.7033 2.4967 0.59 -1.74 -0.66 -0.042
C 1.3259 -2.1467 3.7478 1.51 -4.68 -0.95 -1.114
C 1.4310 -3.5793 4.1129 -0.37 1.99 0.02 0.397
C 0.9499 -3.9510 5.4318 0.94 0.09 -2.26 -0.155
N 0.5972 -4.3682 6.4327 -0.57 -0.29 1.50 -0.623
C 1.9453 -4.5250 3.2059 -0.17 1.45 -0.05 0.692
C 2.4206 -4.0610 1.9740 -0.02 1.32 0.38 -1.097
C 2.3850 -2.6935 1.6378 -0.40 -0.05 -0.33 0.108
S 3.1373 -2.3266 0.0872 -0.37 0.32 0.24 -0.514
C 2.1194 -5.9198 3.3406 0.55 -3.45 -0.56 0.110
N 2.3724 -7.0486 3.1219 -0.72 2.55 1.02 -0.629
H 1.0749 -1.5149 4.5092 -1.00 1.66 1.62 1.187
H 2.8717 -4.7509 1.2715 -0.09 0.06 0.09 0.432
C -3.0935 -3.0713 1.9771 -0.07 0.50 -1.25 -0.984
C -3.4416 -2.1201 1.0060 -0.66 0.13 -0.43 -0.342
C -2.6612 -1.8584 -0.1086 1.00 0.31 -0.04 -0.522
C -1.3863 -2.4784 -0.2216 -2.70 0.27 -0.71 0.332
C -1.1411 -3.5337 0.6047 2.88 0.87 0.43 -0.150
C -1.9236 -3.7585 1.6968 -0.21 -1.46 2.93 0.082
N -0.5480 -2.1114 -1.3115 1.02 0.62 3.13 0.924
N -1.0254 -2.4178 -2.3669 -1.28 -0.54 -2.30 -0.987
C -0.3169 -1.9277 -3.4862 -0.67 -1.26 -1.19 0.691
C -0.9297 -2.2968 -4.6967 -0.56 -0.08 0.17 -0.420
C -0.3803 -1.8073 -5.8765 -1.48 -1.27 -0.08 -0.421
C 0.7753 -1.0794 -5.8151 1.83 0.97 -0.87 -0.570
C 1.4216 -0.8349 -4.5905 -0.14 -0.77 0.66 -0.588
C 0.8878 -1.2626 -3.3545 0.04 0.43 -1.18 -0.677
H -3.7413 -3.2394 2.8382 0.46 -0.03 -0.13 0.455
H -4.3658 -1.5458 1.0285 -0.01 -0.20 0.46 0.278
H -2.9840 -1.1003 -0.8453 0.42 -0.56 0.54 0.390
H -0.1001 -3.8891 0.6453 -0.59 -0.44 -0.37 0.291
H -1.4927 -4.4459 2.4744 -0.68 0.46 -0.87 0.250
H -1.8485 -2.9530 -4.7073 1.11 0.91 0.14 0.324
H -0.8991 -2.1035 -6.8056 0.61 0.48 0.30 0.297
H 1.2304 -0.7206 -6.7743 -0.35 -0.23 0.97 0.285
H 2.3891 -0.3468 -4.4779 -0.40 -0.06 -0.79 0.562
N 2.1436 1.8667 -5.3710 -1.26 1.32 0.31 -0.374
C 2.9845 2.8482 -4.6301 -0.30 0.16 -1.06 0.322
C 4.0575 3.3856 -5.6709 -3.10 -0.17 -0.14 -1.793
P 3.8538 1.9023 -3.3322 1.02 1.24 1.22 0.422
O 4.6310 2.9037 -2.4929 -0.48 -1.11 -0.85 -0.941
O 4.9064 0.9992 -4.1458 0.35 -0.20 -0.46 -0.601
O 2.8918 0.9786 -2.6277 -0.27 0.15 0.06 0.583
P 2.1303 4.4147 -3.8957 0.45 -0.58 -1.63 0.935
O 1.0690 3.9846 -2.8028 -0.28 -0.27 0.04 -0.270
O 1.4828 5.3090 -4.8992 0.66 -0.94 0.84 -0.778
O 3.3417 5.0529 -3.1443 -1.07 2.36 -0.33 -0.549
H 1.6909 2.3858 -6.1368 0.36 -0.21 0.11 0.292
H 1.3246 1.6124 -4.7878 0.78 -0.10 -0.25 0.199
H 4.5514 0.4573 -4.8699 -0.21 0.26 0.49 0.375
H 4.4924 2.5768 -6.2356 -0.21 -0.36 -0.29 0.390
H 4.8063 3.7656 -5.0736 1.83 1.52 0.82 0.467
H 3.5193 4.1342 -6.3280 0.97 -0.68 0.65 0.437
H 4.0878 4.5530 -2.8331 0.82 -1.70 0.50 0.440
H 1.3735 3.3841 -2.1075 0.15 -0.13 0.14 0.157
Br -4.5691 1.5136 3.9327 0.14 0.09 -0.10 -0.224
C -3.9217 0.2331 5.2121 -0.16 1.25 -1.91 0.571
C -4.8342 -0.0753 6.1812 -0.40 -0.75 0.86 -0.746
C -4.4543 -1.0494 7.0881 0.49 0.22 -0.77 -0.358
C -3.1720 -1.6022 7.0210 -0.52 0.32 0.27 -0.861
C -2.2898 -1.2530 6.0166 0.63 0.43 -0.28 -0.126
C -2.6712 -0.3228 5.0234 0.11 -0.61 0.73 -0.141
I -1.2930 0.0578 3.4500 -0.37 -0.02 0.58 0.470
H -5.8350 0.3759 6.2169 0.63 -0.18 -0.12 0.322
H -5.1841 -1.3987 7.7690 -0.39 -0.29 0.94 0.399
H -2.8847 -2.2549 7.8225 0.29 -0.46 0.02 0.411
H -1.2548 -1.6378 6.0200 -0.74 0.02 -0.10 0.251
```
Forces are in eV/Å.

Below is 2 unconnected molecules or ions with the total composition C3H7NO3 in a non-equilibrium geometry, with properties calculated with ωB97M-V/def2-TZVPD.

2S+1: 2
highest occupied orbital energy (alpha / beta): -15.795 / -15.457 eV
E_LUMO (alpha / beta): -0.171 / -0.340 Eh
total charge: +1

The geometry in XYZ format:
```
14
Properties=species:S:1:pos:R:3:forces:R:3:lowdin_spin:R:1
C -1.1540 -1.4189 1.2759 -0.39 -1.53 0.55 0.008
N -0.5060 -0.4968 0.4622 -0.24 1.61 -0.64 0.295
C -0.3305 0.8650 0.7723 -0.72 -1.31 0.17 0.122
C 1.1647 1.2812 0.3974 0.65 -0.24 -0.71 0.101
O 1.8489 1.9095 1.0961 0.01 0.39 0.78 0.270
O -1.4493 -1.2607 2.4187 0.26 0.70 0.12 0.122
H -1.3765 -2.3459 0.7343 0.04 0.00 -0.14 0.000
H -0.5526 -0.7102 -0.5296 0.44 -0.37 -0.15 0.005
H -0.9042 1.4748 0.0645 0.10 0.33 0.15 0.029
H -0.5529 1.0366 1.8192 0.07 0.31 0.07 0.002
H 1.4795 0.9133 -0.5918 -0.08 -0.14 -0.21 0.033
H 0.2685 0.1816 -2.5741 -0.20 0.45 -0.69 0.000
H 1.3748 -0.7893 -3.0031 -0.03 -0.07 -0.04 0.000
O 0.6894 -0.6400 -2.3421 0.09 -0.14 0.74 0.013
```
Forces are in eV/Å.

Below is a gas-phase ion, C4H8N3O2 (charge +1) in a non-equilibrium geometry, with properties calculated with ωB97M-V/def2-TZVPD.

2S+1: 1
highest occupied orbital energy: -14.554 eV
E_LUMO: -0.225 Eh
total charge: +1
SMILES string: O=[N+]([O-])/C=[N+]1/CCNC1

The geometry in XYZ format:
```
17
Properties=species:S:1:pos:R:3:forces:R:3:mulliken_charge:R:1
C 2.1358 0.5494 0.6647 2.23 -0.41 -1.50 -0.094
C -1.3602 0.1193 -0.2351 4.11 -1.37 0.48 -0.700
C -0.2526 0.6814 0.7784 -1.93 1.04 -2.85 -0.588
C 0.7271 -0.7259 -0.9625 -2.28 -3.25 3.64 -0.621
N -0.6741 -1.0817 -0.8413 -0.38 -1.16 2.15 -0.377
N 1.0275 0.2194 0.2500 -2.01 -0.30 -1.56 0.141
N 3.3844 -0.1667 0.1783 -0.53 -0.96 -0.21 0.962
O 4.3036 -0.0345 0.9423 -0.04 0.10 -0.39 -0.458
O 3.2995 -0.8806 -0.8187 0.72 1.29 1.17 -0.526
H 2.3515 1.4027 1.2164 0.32 1.10 1.66 0.445
H -2.3224 -0.0056 0.1824 -0.84 -0.43 0.36 0.406
H -1.3113 0.8874 -0.9406 -0.76 0.95 -1.65 0.399
H -0.4718 1.7506 0.7561 1.03 0.09 0.46 0.339
H -0.2885 0.2641 1.6936 -0.53 -1.11 3.35 0.455
H 1.4331 -1.5452 -0.8467 -0.60 0.01 -0.76 0.478
H 0.7825 -0.1424 -1.7739 1.11 2.26 -3.02 0.386
H -0.8262 -1.9759 -0.2426 0.39 2.15 -1.33 0.353
```
Forces are in eV/Å.

Below is a single C4H7N3S molecule in a non-equilibrium geometry, with properties calculated with ωB97M-V/def2-TZVPD.

2S+1: 1
highest occupied orbital energy: -8.903 eV
E_LUMO: -0.033 Eh
SMILES string: [H]/N=C(\N=C/N)C(C)=S

The geometry in XYZ format:
```
15
Properties=species:S:1:pos:R:3:forces:R:3:mulliken_charge:R:1
C 0.5357 -2.2657 -0.6473 1.50 -5.01 -1.20 -1.033
C 0.3766 -1.0108 0.0114 0.42 2.20 0.21 0.341
C -0.2140 0.0483 -0.9547 -0.55 -0.28 1.95 0.363
C -0.5023 2.1558 -0.1824 0.87 1.06 3.22 0.136
H 0.8001 -3.0273 0.1570 -0.35 0.75 -1.01 0.340
H 1.5772 -2.2238 -1.2479 -2.50 0.03 0.78 0.273
H -0.3225 -2.7840 -1.2776 1.74 1.83 0.99 0.300
H -1.2715 0.6403 -2.3501 -0.62 -2.45 1.93 0.305
H -0.3354 3.3066 -0.2447 -0.51 -2.21 0.02 0.307
H -1.5445 2.2319 1.8569 0.78 0.18 -2.11 0.262
H -1.2397 0.7696 1.2054 0.24 -1.41 -0.14 0.130
N -1.2135 -0.2563 -1.6681 0.39 1.38 -2.84 -0.596
N 0.1859 1.3747 -0.9402 -0.56 1.52 0.41 -0.585
N -1.2465 1.7257 0.9864 0.08 1.99 -1.08 -0.368
S 1.0675 -0.7742 1.4933 -0.94 0.42 -1.15 -0.176
```
Forces are in eV/Å.

Below is a molecular structure, C22H28MnO2P2 in a non-equilibrium geometry, with properties calculated with ωB97M-V/def2-TZVPD.

2S+1: 5
highest occupied orbital energy (alpha / beta): -9.587 / -12.085 eV
E_LUMO (alpha / beta): -0.119 / -0.135 Eh
total charge: +1

The geometry in XYZ format:
```
55
Properties=species:S:1:pos:R:3:forces:R:3:lowdin_spin:R:1
Mn -0.1838 -0.4534 -1.7967 1.58 1.78 -1.00 3.593
H 0.9311 -2.1472 -1.2693 0.20 -0.52 -0.84 0.044
H 0.8629 -2.1959 -2.0457 0.36 -0.38 1.05 0.034
P 0.1516 -0.4395 -4.0070 0.05 0.01 -2.27 -0.041
C -1.3496 -0.9116 -4.9875 -0.08 0.06 0.11 -0.018
H -1.1393 -0.7940 -6.0611 -0.06 0.00 0.33 -0.004
H -1.6397 -1.9551 -4.8037 0.19 0.21 -0.01 0.002
H -2.2037 -0.2760 -4.7194 0.24 -0.05 -0.05 0.001
C 0.5528 1.1736 -4.7510 0.03 -0.01 0.33 0.005
H 1.5189 1.4815 -4.3320 -0.19 0.08 -0.29 0.000
H 0.5909 1.0929 -5.8463 0.03 0.04 0.36 -0.001
H -0.2127 1.8912 -4.4341 0.23 -0.13 -0.18 0.004
C 1.3604 -1.5482 -4.8317 0.19 0.00 0.22 0.006
H 1.1253 -2.6061 -4.6473 0.03 0.29 -0.07 0.000
H 1.3303 -1.3488 -5.9149 0.05 -0.14 0.39 0.000
H 2.3672 -1.3424 -4.4433 -0.22 -0.07 -0.16 0.000
C -1.8580 -1.3362 -2.0814 -5.29 -3.30 3.04 0.119
O -2.7734 -1.8527 -1.5611 3.32 2.11 -2.73 0.098
H 1.2043 0.2138 -2.3804 -0.06 -0.62 0.28 -0.035
H -0.5724 1.0325 -2.2883 -0.75 0.76 -0.14 0.046
O -0.4893 -0.4313 0.0339 0.10 -0.02 1.51 0.108
P -0.1507 0.1308 1.4187 -0.41 -0.33 0.28 0.020
C 1.4608 0.9149 1.3249 0.13 -0.26 0.08 0.002
C 2.5442 0.3675 2.0318 0.02 0.40 -0.37 0.001
C 3.8134 0.9259 1.8703 -0.19 0.06 -0.19 0.000
C 3.9963 1.9928 0.9839 -0.21 -0.18 0.18 0.000
C 2.9227 2.4955 0.2441 -0.17 -0.22 0.09 0.001
C 1.6485 1.9558 0.4024 0.45 -0.20 0.32 0.002
C -1.4815 1.2500 1.9140 -0.10 0.05 0.24 0.002
C -2.2954 0.9737 3.0312 -0.10 0.25 -0.56 0.001
C -3.4061 1.7838 3.2948 0.29 -0.14 -0.24 0.000
C -3.6965 2.8650 2.4595 0.28 -0.17 0.16 0.000
C -2.8822 3.1458 1.3639 0.28 -0.33 -0.11 0.000
C -1.7763 2.3414 1.0819 -0.43 -0.20 0.37 0.001
C -0.1180 -1.2570 2.5779 0.23 -0.07 0.33 0.003
C -0.4175 -2.5314 2.0729 0.14 0.36 0.30 0.000
C -0.4005 -3.6367 2.9235 -0.04 0.34 -0.16 0.000
C -0.1019 -3.4780 4.2745 -0.03 0.19 -0.30 0.000
C 0.2002 -2.2149 4.7855 -0.04 0.37 -0.32 0.000
C 0.2026 -1.0979 3.9448 -0.18 -0.37 -0.38 0.000
H 2.4002 -0.5123 2.6531 0.07 0.27 0.02 0.000
H 4.6538 0.5046 2.4193 -0.15 0.16 -0.16 0.000
H 4.9846 2.4235 0.8560 -0.12 -0.06 0.02 0.000
H 3.0720 3.2939 -0.4745 0.06 -0.06 0.11 0.000
H 0.8257 2.2971 -0.2160 0.12 0.08 0.09 0.003
H -2.1007 0.0915 3.6331 -0.05 0.22 0.02 0.000
H -4.0575 1.5375 4.1306 0.15 0.13 -0.15 0.000
H -4.5580 3.4916 2.6649 0.07 -0.09 -0.04 0.000
H -3.1221 3.9625 0.6931 0.00 0.00 0.12 0.000
H -1.1899 2.5073 0.1871 -0.08 0.14 0.03 0.003
H -0.6640 -2.6321 1.0184 0.03 -0.09 0.23 0.000
H -0.6365 -4.6070 2.5028 0.03 -0.01 0.19 0.000
H -0.1130 -4.3427 4.9226 0.04 0.01 0.07 0.000
H 0.4275 -2.0802 5.8377 -0.01 -0.09 -0.11 0.000
H 0.4418 -0.1092 4.3396 -0.06 -0.26 -0.05 0.000
```
Forces are in eV/Å.